Molecular formula: C3H13N2O
Method: DFT, wB97M-V/def2-TZVPD

Values from the calculation:
Highest occupied orbital energy in eV: -14.07
Net charge: +1
Orbital gap in hartree: 0.4078

Positions of all 19 atoms, in Å:
1 C 0.5783 -0.2431 0.9995
2 C -0.0586 1.1489 1.0956
3 C -0.6750 1.8223 -0.1526
4 N -1.6598 0.9532 -0.8765
5 N -0.2516 -1.2261 0.2335
6 H 1.5159 -0.1648 0.4815
7 H 0.7589 -0.5333 2.0135
8 H -0.8148 1.1735 1.8783
9 H 0.6586 1.9188 1.3592
10 H 0.1142 1.8800 -0.8760
11 H -1.0677 2.7977 0.1036
12 H -2.6358 1.2820 -0.6602
13 H -1.4911 0.9538 -1.8761
14 H 0.3808 -1.7175 -0.4083
15 H -1.3742 -0.0766 -0.5022
16 H -0.5428 -1.9400 0.8781
17 H 1.9434 -2.9609 -1.9067
18 H 2.6912 -2.7056 -0.6989
19 O 1.9301 -2.3623 -1.0855

---

Molecular formula: C3H13N2O2S
Method: DFT, wB97M-V/def2-TZVPD

Values from the calculation:
Highest occupied orbital energy in eV: -2.92
Net charge: -1
Orbital gap in hartree: 0.2335

Positions of all 21 atoms, in Å:
1 C 1.0524 -0.8998 -0.6347
2 C 0.1824 0.2261 -1.2941
3 S -0.4389 0.1006 -3.0401
4 N 0.7852 -0.9641 0.8266
5 C 1.2430 0.1798 1.5513
6 N 0.0489 0.9433 2.1639
7 H 2.0605 -0.6242 -0.8745
8 H 0.7836 -1.8607 -1.1285
9 H -0.6203 0.3721 -0.6111
10 H 0.6592 1.1892 -1.2375
11 H 0.8238 -1.8969 1.1930
12 H 1.6066 -0.1711 2.5237
13 H 1.8938 0.9071 1.0772
14 H -0.6193 0.3585 2.4539
15 H -0.1713 1.7213 1.5524
16 H -1.3569 -2.5337 0.7534
17 H -1.1508 -1.4993 -0.1742
18 O -1.8639 -1.8182 0.3562
19 H -2.2898 1.8541 -1.7481
20 H -1.0665 2.0173 -2.1996
21 O -1.5620 2.3986 -1.5090

---

Molecular formula: C3H13N2O3
Method: DFT, wB97M-V/def2-TZVPD

Values from the calculation:
Highest occupied orbital energy in eV: -14.06
Net charge: +1
Orbital gap in hartree: 0.4075

Positions of all 21 atoms, in Å:
1 N 0.5626 1.0488 0.2738
2 C -0.2803 0.1997 -0.5532
3 C -0.0357 0.5908 -2.0797
4 C 0.0608 -1.2194 -0.1752
5 N -0.4334 -2.2772 -0.9770
6 O 0.7033 -1.4939 0.8157
7 H -0.0211 1.7052 0.8333
8 H 1.2282 1.5430 -0.3282
9 H 1.0731 0.4295 0.8788
10 H -1.4314 0.3194 -0.5219
11 H -0.7376 0.0842 -2.7604
12 H 0.9119 0.1506 -2.2882
13 H -0.0350 1.5970 -2.1710
14 H -0.0292 -3.1311 -0.6186
15 H -1.0610 -2.4454 -1.7716
16 H 3.1785 0.4643 1.8728
17 H 2.2544 -0.2753 2.8617
18 O 2.2365 0.3879 2.1642
19 H -3.1022 0.6919 0.8176
20 H -2.6722 0.7125 2.2970
21 O -2.3701 0.9176 1.4301

---

Molecular formula: C3H13N2O3
Method: DFT, wB97M-V/def2-TZVPD

Values from the calculation:
Highest occupied orbital energy in eV: -14.20
Net charge: +1
Orbital gap in hartree: 0.4175

Positions of all 21 atoms, in Å:
1 O -1.7588 -0.4944 2.1510
2 C -1.6642 -0.3592 0.9289
3 N -2.3798 0.4781 0.0595
4 C -0.3829 -1.0748 0.3551
5 N 0.6903 -1.0182 1.4144
6 C 2.0408 -1.1231 0.7705
7 H -3.2939 0.7700 0.4063
8 H -2.2915 0.3183 -0.9388
9 H -0.6038 -2.0658 0.0207
10 H 0.1073 -0.5798 -0.4896
11 H 0.5155 -1.6789 2.1645
12 H 0.5842 -0.1681 2.0040
13 H 2.2328 -0.7367 -0.2013
14 H 2.4772 -2.2119 0.7814
15 H 2.5421 -0.3327 1.4227
16 H -0.5817 2.2009 -2.8633
17 H 0.0496 1.3728 -3.8450
18 O -0.0694 1.4132 -2.8891
19 H 0.4118 2.4193 -0.0120
20 H 0.6543 1.3841 -1.1473
21 O 0.7202 1.4867 -0.0926

---

Molecular formula: C3H13N2Si
Method: DFT, wB97M-V/def2-TZVPD

Values from the calculation:
Highest occupied orbital energy in eV: -13.10
Net charge: +1
Orbital gap in hartree: 0.3782

Positions of all 19 atoms, in Å:
1 C 1.6916 1.0832 -0.3149
2 C 1.5501 -1.3262 -0.6492
3 C 0.1298 -0.2765 0.9772
4 N -3.3981 0.6455 0.5044
5 N 1.4559 -0.2393 0.3699
6 Si -2.1411 -0.2558 -0.2478
7 H 0.9182 1.2344 -0.9284
8 H 1.8803 1.8342 0.4014
9 H 2.5056 1.1941 -1.0114
10 H 0.6648 -1.0749 -1.3336
11 H 2.5813 -1.4770 -1.1028
12 H 1.4648 -2.3083 -0.0499
13 H 0.1456 -1.0859 1.5971
14 H 0.1149 0.5130 1.7537
15 H -4.3879 0.3172 0.6004
16 H -3.3411 1.6656 0.5741
17 H 2.0292 -0.4246 1.2332
18 H -1.5497 0.5421 -1.4209
19 H -2.5502 -1.5171 -0.0906

---

Molecular formula: C3H13N3
Method: DFT, wB97M-V/def2-TZVPD

Values from the calculation:
Highest occupied orbital energy in eV: -8.38
Net charge: 0
Orbital gap in hartree: 0.3471
SMILES: CNC.NCN

Positions of all 19 atoms, in Å:
1 C 1.8073 0.6758 1.5749
2 N 1.2293 -0.5638 1.0952
3 C 0.4478 -1.2847 1.9833
4 H 1.1447 1.2866 2.1872
5 H 2.7473 0.7124 2.0913
6 H 1.7935 1.2541 0.6976
7 H 1.8271 -1.1049 0.6088
8 H -0.2212 -0.5125 2.3537
9 H 0.9620 -1.9135 2.7990
10 H -0.2151 -1.9121 1.4693
11 N -1.5824 -0.1683 -2.8351
12 C -0.6689 0.2671 -1.7680
13 N -1.2076 1.3181 -0.8057
14 H -2.4268 -0.7268 -2.5971
15 H -1.6851 0.2046 -3.7548
16 H -0.4850 -0.6225 -1.0721
17 H 0.3115 0.4023 -2.2657
18 H -1.8968 0.7630 -0.3775
19 H -1.8818 1.9252 -1.3846

---

Molecular formula: C3H13N3O
Method: DFT, wB97M-V/def2-TZVPD

Values from the calculation:
Highest occupied orbital energy in eV: -9.13
Net charge: 0
Orbital gap in hartree: 0.3710
SMILES: NCCNCN.O

Positions of all 20 atoms, in Å:
1 C 1.0189 -0.6131 -0.0344
2 N -0.1303 0.2809 0.2723
3 C -0.1309 0.8732 1.6167
4 N -1.2295 1.8138 1.7550
5 C 0.6326 -1.6493 -1.0757
6 N -0.6454 -2.3096 -0.8250
7 H 1.3782 -1.0751 0.9024
8 H 1.8306 0.0193 -0.3996
9 H -0.9052 -0.3718 0.1361
10 H 0.7969 1.4546 1.6027
11 H -0.1908 0.1913 2.4634
12 H -1.2633 2.5072 1.0188
13 H -2.1494 1.3937 1.8449
14 H 0.5107 -1.1113 -2.0187
15 H 1.4898 -2.3296 -1.1449
16 H -0.7780 -3.2414 -1.1964
17 H -0.6868 -2.5455 0.1722
18 H 0.1703 2.8852 -2.0543
19 H -0.1535 1.8494 -1.1343
20 O 0.4351 1.9780 -1.9012

---

Molecular formula: C3H13N3O2
Method: DFT, wB97M-V/def2-TZVPD

Values from the calculation:
Highest occupied orbital energy in eV: -8.94
Net charge: 0
Orbital gap in hartree: 0.1525

Positions of all 21 atoms, in Å:
1 C -0.4728 1.8565 0.7394
2 C -1.7855 2.0386 0.5207
3 N -0.5595 -0.4306 -1.2987
4 C 0.5676 -1.2739 -0.9408
5 N 1.8074 -0.6150 -1.2779
6 N 0.5137 -1.6033 0.4838
7 H -2.4560 1.1523 0.5308
8 H -0.1560 1.1732 1.5385
9 H 0.3968 2.1734 0.1633
10 H -0.4692 -1.6823 0.7863
11 H -2.1379 3.0358 0.2625
12 H -0.2700 0.5000 -1.5838
13 H 2.1746 -0.1492 -0.4430
14 H 2.4556 -1.1713 -1.8085
15 H -3.1405 -1.0191 0.2991
16 H 2.5577 1.2419 1.7046
17 H 0.9279 -0.8150 0.9928
18 O 2.0960 0.9686 0.9053
19 H 0.4781 -2.1820 -1.5451
20 H -1.3190 -0.4241 -0.5542
21 O -2.2796 -0.7379 0.6260

---

Molecular formula: C3H13N4O
Method: DFT, wB97M-V/def2-TZVPD

Values from the calculation:
Highest occupied orbital energy in eV: -13.25
Net charge: +1
Orbital gap in hartree: 0.3669

Positions of all 21 atoms, in Å:
1 N -0.0606 -0.9163 -1.5007
2 C -0.2547 0.5803 -1.5409
3 C -1.3238 0.9962 -0.5423
4 N -1.5813 2.4116 -0.7488
5 H 0.4586 -1.2021 -0.6301
6 H -0.9751 -1.3727 -1.5014
7 H 0.4437 -1.2487 -2.3190
8 H 0.7039 1.0282 -1.2953
9 H -0.5636 0.8644 -2.5440
10 H -2.2456 0.4641 -0.7843
11 H -1.0128 0.7430 0.4771
12 H -2.3720 2.7119 -0.1930
13 H -0.7901 2.9704 -0.4532
14 N 0.4989 -0.8929 2.6233
15 C 1.3353 -0.5056 1.6184
16 N 1.6613 -1.5596 0.7053
17 O 1.7575 0.6068 1.4576
18 H 0.1025 -0.1557 3.1834
19 H -0.0707 -1.7281 2.5352
20 H 2.5560 -1.3402 0.2763
21 H 1.7326 -2.4551 1.1764

---

Molecular formula: C3H13NO2
Method: DFT, wB97M-V/def2-TZVPD

Values from the calculation:
Highest occupied orbital energy (alpha / beta) in eV: 1.02 / -6.15
Net charge: -1
<S²>: 0.7507
2S+1: 2
Orbital gap (alpha / beta) in hartree: 0.1121 / 0.3700

Positions of all 19 atoms, in Å:
1 C -1.8325 -1.4044 -0.0926
2 C -0.7385 -0.5022 -0.6812
3 C -0.9990 0.9549 -0.3660
4 N 0.6304 -0.9331 -0.2691
5 H -1.4751 -2.4027 -0.1380
6 H -1.9670 -1.1438 0.9627
7 H -2.7836 -1.2704 -0.6090
8 H -0.7336 -0.6152 -1.7642
9 H -1.7446 1.3094 -1.1023
10 H -1.4845 1.2151 0.5707
11 H -0.1490 1.6241 -0.4710
12 H 0.7753 -1.8357 -0.7582
13 H 0.6270 -1.2138 0.7105
14 H 1.2891 2.1989 2.7116
15 H 1.2817 0.7797 2.1656
16 O 1.6023 1.3087 2.9168
17 H 3.0220 0.9760 -0.7330
18 H 2.0555 0.0891 -1.4427
19 O 2.6242 0.8656 -1.6104

---

Molecular formula: C3H13NO2
Method: DFT, wB97M-V/def2-TZVPD

Values from the calculation:
Highest occupied orbital energy in eV: -8.63
Net charge: 0
Orbital gap in hartree: 0.3429
SMILES: CCNC.O.O

Positions of all 19 atoms, in Å:
1 C -2.3274 -0.8919 -0.9939
2 C -2.4231 0.4542 -1.6660
3 N -1.6790 1.4955 -1.0226
4 C -2.1296 2.8489 -1.2752
5 H -3.0601 -1.5760 -1.3956
6 H -1.3271 -1.3157 -1.0274
7 H -2.6046 -0.8451 0.0552
8 H -2.1474 0.3379 -2.7079
9 H -3.5076 0.6810 -1.8256
10 H -1.5833 1.3404 -0.0209
11 H -1.4490 3.5541 -0.7885
12 H -3.1263 3.0777 -0.8593
13 H -2.1168 3.0488 -2.3375
14 H 5.2848 -3.0708 1.9792
15 H 6.5991 -2.7592 1.3476
16 O 6.1908 -3.4071 1.9401
17 H 3.2799 -0.5391 3.1531
18 H 4.3801 -1.0813 4.0634
19 O 3.7467 -1.3523 3.3816

---

Molecular formula: C3H13NO2
Method: DFT, wB97M-V/def2-TZVPD

Values from the calculation:
Highest occupied orbital energy in eV: -8.86
Net charge: 0
Orbital gap in hartree: 0.3444
SMILES: CCNC.O.O

Positions of all 19 atoms, in Å:
1 C -2.2113 -0.7303 -0.6903
2 C -2.3976 0.4373 -1.6342
3 N -1.6066 1.6073 -1.2081
4 C -2.2221 2.9083 -1.3815
5 H -2.7518 -1.5684 -1.1132
6 H -1.1623 -1.0585 -0.6590
7 H -2.4083 -0.3652 0.3092
8 H -2.0604 0.2361 -2.6288
9 H -3.4586 0.7695 -1.4868
10 H -1.5629 1.5258 -0.2015
11 H -1.4052 3.6511 -1.3674
12 H -3.0400 2.9991 -0.5939
13 H -2.7725 3.0356 -2.3165
14 H 5.4891 -2.7253 2.2665
15 H 6.6863 -2.5303 1.5689
16 O 6.1868 -3.3008 1.8956
17 H 3.5589 -0.9030 3.3792
18 H 3.1987 -2.2914 2.8607
19 O 3.9398 -1.6971 3.0011

---

Molecular formula: C3H13NO2S
Method: DFT, wB97M-V/def2-TZVPD

Values from the calculation:
Highest occupied orbital energy (alpha / beta) in eV: 0.92 / -5.21
Net charge: -1
<S²>: 0.7505
2S+1: 2
Orbital gap (alpha / beta) in hartree: 0.0742 / 0.2966

Positions of all 20 atoms, in Å:
1 C 0.3182 0.9140 1.1806
2 C 1.1144 0.8374 -0.0868
3 C 2.0058 2.1260 -0.2944
4 S 2.9124 1.9871 -1.8593
5 N -0.3026 -0.4462 1.5390
6 H -0.6131 1.4687 1.0529
7 H 0.8372 1.3980 2.0145
8 H 1.8579 0.0632 -0.1994
9 H 0.4275 0.7990 -0.9333
10 H 2.7786 2.3493 0.4500
11 H 1.3877 3.0373 -0.2532
12 H 3.5671 0.8113 -1.4732
13 H -0.4868 -0.2949 2.5285
14 H 0.4489 -1.1285 1.4666
15 H -5.6418 -4.0079 1.2235
16 H -4.4814 -4.9878 0.8082
17 O -5.4098 -4.9190 1.0227
18 H -1.5500 -0.8395 0.3222
19 H -2.3020 -1.8203 -0.7948
20 O -2.3760 -1.2487 -0.0395

---

Asked for E across the records above, the calculation gives -306.607448; -780.254092; -457.102570; -457.080893; -520.761881; -286.282431; -361.578740; -436.485762; -416.172177; -327.284397; -327.304644; -327.287187; -725.452838 Eh in order.
Asked for ΔE to the lowest compared entry with this formula, charge and spin across the records above, the calculation gives 17.7; 59.3; 29.5; 43.1; 72.3; 43.4; 28.7; 238.5; 1.9; 6.1; 23.4; 34.3; 24.0 kcal per mole in order.